A molecular structure, C24H20AsIrO6PS2Se2. Source: the Open Molecules 2025 dataset; level of theory: the ωB97M-V functional and the def2-TZVPD basis.

Element x y z (Å)
Ir (1.280, -0.194, -0.218)
Se (0.585, -2.607, -0.427)
P (-0.894, -1.940, 1.000)
Se (0.040, -0.218, 1.916)
C (-2.470, -1.502, 0.209)
C (-3.107, -0.305, 0.505)
C (-4.323, -0.004, -0.094)
C (-4.903, -0.901, -0.977)
C (-4.262, -2.098, -1.275)
C (-3.045, -2.397, -0.689)
C (-1.391, -3.214, 2.199)
C (-0.810, -4.475, 2.183)
C (-1.204, -5.431, 3.110)
C (-2.166, -5.123, 4.060)
C (-2.741, -3.858, 4.083)
C (-2.359, -2.906, 3.153)
H (-2.623, 0.416, 1.153)
H (-4.795, 0.949, 0.108)
H (-5.844, -0.658, -1.454)
H (-4.703, -2.788, -1.984)
H (-2.520, -3.308, -0.951)
H (-0.042, -4.697, 1.452)
H (-0.751, -6.414, 3.093)
H (-2.468, -5.867, 4.786)
H (-3.491, -3.616, 4.826)
H (-2.814, -1.922, 3.162)
O (3.245, 4.015, -0.023)
As (2.799, 2.646, -1.072)
O (2.118, 3.158, -2.449)
O (1.975, 1.736, 0.089)
C (4.643, 2.108, -1.495)
C (5.495, 3.160, -1.813)
C (6.796, 2.920, -2.236)
C (7.276, 1.623, -2.350)
C (6.444, 0.561, -2.033)
C (5.148, 0.818, -1.613)
S (4.121, -0.562, -1.173)
O (4.068, -0.151, 0.373)
O (2.784, -0.175, -1.774)
O (2.930, -0.934, 0.855)
H (2.785, 3.863, 0.812)
H (5.133, 4.177, -1.730)
H (7.438, 3.756, -2.483)
H (8.289, 1.440, -2.684)
H (6.791, -0.462, -2.110)
S (-0.407, 0.441, -1.698)
C (-1.454, 1.706, -1.084)
C (-2.628, 1.955, -1.808)
C (-3.555, 2.888, -1.375)
C (-3.343, 3.601, -0.201)
C (-2.179, 3.367, 0.520)
C (-1.244, 2.437, 0.087)
H (-2.808, 1.392, -2.716)
H (-4.451, 3.059, -1.960)
H (-4.066, 4.332, 0.140)
H (-1.989, 3.921, 1.432)
H (-0.333, 2.283, 0.645)

Highest occupied orbital energy, eV: -3.9
Relative energy (zero: lowest compared OMol25 entry of this formula, charge and spin), kJ/mol: 0.00
Charge: -1



A molecular structure, C24H20AsIrO6PS2Se2. Source: the Open Molecules 2025 dataset; level of theory: the ωB97M-V functional and the def2-TZVPD basis.

Element x y z (Å)
Ir (-0.461, 0.359, 0.067)
Se (-1.700, -2.183, 0.889)
P (-1.362, -0.886, 2.583)
Se (0.420, 0.379, 2.618)
C (-2.806, 0.214, 2.913)
C (-2.644, 1.476, 3.466)
C (-3.755, 2.256, 3.733)
C (-5.023, 1.781, 3.446)
C (-5.185, 0.523, 2.889)
C (-4.078, -0.260, 2.621)
C (-1.431, -1.927, 4.102)
C (-1.691, -3.283, 3.988)
C (-1.887, -4.049, 5.122)
C (-1.812, -3.456, 6.370)
C (-1.508, -2.108, 6.487)
C (-1.312, -1.340, 5.354)
H (-1.653, 1.850, 3.687)
H (-3.630, 3.240, 4.166)
H (-5.888, 2.397, 3.655)
H (-6.178, 0.162, 2.655)
H (-4.182, -1.238, 2.172)
H (-1.746, -3.724, 3.000)
H (-2.110, -5.103, 5.028)
H (-1.987, -4.047, 7.257)
H (-1.436, -1.655, 7.467)
H (-1.065, -0.290, 5.429)
O (2.018, 3.507, -2.439)
As (0.760, 2.194, -2.437)
O (-0.538, 2.816, -3.155)
O (0.665, 2.047, -0.781)
C (1.736, 0.996, -3.662)
C (2.403, 1.614, -4.708)
C (2.986, 0.854, -5.709)
C (2.892, -0.529, -5.685)
C (2.240, -1.148, -4.633)
C (1.671, -0.377, -3.637)
S (0.767, -1.119, -2.269)
O (1.877, -0.697, -1.169)
O (-0.363, -0.179, -2.201)
O (1.069, -1.270, -0.145)
H (2.012, 3.808, -1.528)
H (2.444, 2.695, -4.716)
H (3.504, 1.343, -6.523)
H (3.323, -1.132, -6.470)
H (2.166, -2.225, -4.581)
S (-2.839, 0.725, -0.333)
C (-3.335, 2.309, 0.179)
C (-4.701, 2.596, 0.150)
C (-5.157, 3.825, 0.580)
C (-4.257, 4.777, 1.035)
C (-2.898, 4.501, 1.044)
C (-2.431, 3.274, 0.617)
H (-5.380, 1.836, -0.208)
H (-6.217, 4.044, 0.561)
H (-4.616, 5.738, 1.377)
H (-2.200, 5.253, 1.384)
H (-1.370, 3.053, 0.613)

Highest occupied orbital energy, eV: -4.3
Relative energy (zero: lowest compared OMol25 entry of this formula, charge and spin), kJ/mol: 262.97
Charge: -1



A molecular structure, C24H20Br2N9O2Os. Source: the Open Molecules 2025 dataset; level of theory: the ωB97M-V functional and the def2-TZVPD basis.

Element x y z (Å)
Os (0.061, -0.182, 0.065)
N (-1.845, -0.757, 2.892)
C (-0.582, -0.433, 3.169)
N (-0.242, -0.303, 4.425)
C (1.032, -0.025, 4.720)
N (1.385, 0.119, 5.972)
N (1.993, 0.090, 3.755)
C (1.598, -0.014, 2.536)
N (0.309, -0.232, 2.127)
C (2.610, 0.063, 1.462)
C (3.958, 0.108, 1.747)
C (4.869, 0.119, 0.698)
C (4.386, 0.089, -0.604)
C (3.022, 0.052, -0.815)
N (2.132, 0.040, 0.192)
H (-2.429, -0.967, 3.688)
H (-2.082, -1.157, 2.003)
H (0.692, 0.020, 6.698)
H (2.342, 0.316, 6.221)
H (4.268, 0.120, 2.781)
H (5.933, 0.143, 0.894)
H (5.058, 0.092, -1.450)
H (2.643, 0.034, -1.826)
C (-0.241, 3.480, 0.201)
C (-1.592, 2.860, 0.061)
C (-2.752, 3.658, 0.009)
C (-3.984, 3.080, -0.144)
C (-4.088, 1.679, -0.245)
C (-5.313, 0.946, -0.403)
Br (-6.946, 1.840, -0.460)
C (-5.312, -0.442, -0.513)
C (-4.134, -1.155, -0.439)
Br (-4.104, -3.021, -0.591)
C (-2.892, -0.487, -0.230)
O (-1.794, -1.114, -0.051)
C (-2.895, 0.954, -0.176)
N (-1.686, 1.539, -0.029)
H (-0.258, 4.267, 0.954)
H (0.055, 3.955, -0.739)
H (0.503, 2.729, 0.474)
H (-2.654, 4.733, 0.087)
H (-4.876, 3.693, -0.182)
H (-6.244, -0.975, -0.648)
N (-0.470, -1.121, -7.040)
C (-0.101, -0.068, -6.298)
O (0.191, 1.022, -6.735)
C (-0.059, -0.239, -4.779)
C (-0.419, -1.376, -4.065)
C (-0.366, -1.348, -2.683)
N (0.041, -0.264, -2.000)
C (0.405, 0.836, -2.697)
C (0.365, 0.884, -4.068)
H (-0.502, -0.994, -8.040)
H (-0.626, -2.045, -6.683)
H (-0.750, -2.288, -4.539)
H (-0.648, -2.217, -2.102)
H (0.726, 1.697, -2.122)
H (0.657, 1.773, -4.611)

Highest occupied orbital energy (spin up / spin down), eV: -16.9 / -17.1
Relative energy (zero: lowest compared OMol25 entry of this formula, charge and spin), kJ/mol: 0.00
Spin multiplicity: 5
Charge: +3
⟨S²⟩: 6.037



A molecular structure, C24H20BrIIrN3OSe2. Source: the Open Molecules 2025 dataset; level of theory: the ωB97M-V functional and the def2-TZVPD basis.

Element x y z (Å)
Ir (0.557, -0.228, -0.548)
Se (0.170, -2.482, 2.415)
Se (1.983, -3.263, 0.457)
C (3.054, -1.749, 0.796)
C (4.350, -1.926, 1.271)
C (5.140, -0.816, 1.499)
C (4.602, 0.438, 1.245)
C (3.304, 0.526, 0.778)
N (2.534, -0.539, 0.548)
C (-1.206, -2.664, 1.131)
C (-2.360, -3.381, 1.450)
C (-3.327, -3.562, 0.480)
C (-3.103, -3.044, -0.790)
C (-1.940, -2.332, -1.015)
N (-1.024, -2.118, -0.071)
H (4.711, -2.929, 1.442)
H (6.153, -0.923, 1.860)
H (5.181, 1.338, 1.393)
H (2.865, 1.489, 0.558)
H (-2.473, -3.783, 2.447)
H (-4.231, -4.112, 0.700)
H (-3.823, -3.169, -1.584)
H (-1.737, -1.897, -1.984)
Br (-4.884, 2.098, -3.889)
C (-3.341, 1.527, -2.931)
C (-3.469, 1.051, -1.638)
C (-2.343, 0.597, -0.970)
C (-1.070, 0.581, -1.553)
C (-0.988, 1.107, -2.846)
C (-2.100, 1.574, -3.535)
H (-4.435, 1.036, -1.153)
H (-2.483, 0.234, 0.039)
H (-0.043, 1.140, -3.378)
H (-2.001, 1.963, -4.540)
I (3.069, -1.303, -2.983)
C (0.999, -1.345, -2.348)
H (0.829, -2.386, -2.067)
H (0.424, -1.139, -3.249)
N (-0.767, 4.427, 5.120)
C (-0.601, 3.761, 4.197)
C (-0.397, 2.925, 3.060)
C (-0.944, 1.643, 3.035)
C (-0.747, 0.834, 1.929)
C (0.034, 1.245, 0.842)
C (0.534, 2.548, 0.873)
C (0.332, 3.379, 1.964)
H (-1.530, 1.289, 3.873)
H (-1.220, -0.138, 1.936)
H (1.101, 2.937, 0.038)
H (0.729, 4.386, 1.970)
O (1.980, 1.706, -1.712)
H (2.587, 1.239, -2.308)
H (1.364, 2.211, -2.255)

Highest occupied orbital energy (spin up / spin down), eV: -7.7 / -7.7
Relative energy (zero: lowest compared OMol25 entry of this formula, charge and spin), kJ/mol: 298.13



A molecular structure, C24H20Cl2N2Pd. Source: the Open Molecules 2025 dataset; level of theory: the ωB97M-V functional and the def2-TZVPD basis.

Element x y z (Å)
Pd (-0.196, -0.133, 0.260)
C (-2.843, -3.412, -1.033)
C (-2.511, -4.397, -0.114)
C (-1.642, -4.087, 0.916)
C (-1.117, -2.808, 1.002)
N (-1.411, -1.864, 0.085)
C (-2.271, -2.166, -0.901)
C (-0.224, -2.349, 2.063)
C (-0.065, -3.042, 3.261)
C (0.753, -2.556, 4.263)
C (1.408, -1.352, 4.085)
C (1.254, -0.625, 2.907)
C (0.443, -1.131, 1.905)
H (-3.536, -3.601, -1.839)
H (-2.934, -5.389, -0.192)
H (-1.367, -4.835, 1.645)
H (-2.525, -1.370, -1.582)
H (-0.609, -3.965, 3.416)
H (0.865, -3.107, 5.186)
H (2.042, -0.953, 4.866)
H (1.770, 0.320, 2.874)
N (1.280, 1.343, 0.687)
C (2.011, 2.250, -0.174)
C (3.172, 2.838, 0.296)
C (3.795, 3.806, -0.477)
C (3.257, 4.167, -1.705)
C (2.131, 3.522, -2.190)
C (1.507, 2.537, -1.428)
C (0.523, 1.615, -2.017)
C (-0.193, 1.936, -3.181)
C (-0.810, 0.975, -3.962)
C (-0.707, -0.372, -3.642)
C (-0.078, -0.744, -2.458)
C (0.379, 0.282, -1.665)
H (1.933, 0.941, 1.344)
H (0.600, 1.895, 1.215)
H (3.571, 2.574, 1.268)
H (4.694, 4.283, -0.114)
H (3.736, 4.929, -2.304)
H (1.777, 3.747, -3.186)
H (-0.211, 2.974, -3.485)
H (-1.323, 1.276, -4.865)
H (-1.109, -1.138, -4.292)
H (0.056, -1.781, -2.190)
Cl (-2.933, 1.572, -0.589)
C (-3.186, 1.854, 1.140)
Cl (-1.793, 1.337, 2.145)
H (-4.051, 1.289, 1.467)
H (-3.313, 2.919, 1.288)

Highest occupied orbital energy (spin up / spin down), eV: -14.8 / -14.8
Relative energy (zero: lowest compared OMol25 entry of this formula, charge and spin), kJ/mol: 252.41
Charge: +2



For the records above, the corresponding F_max values read 0.559, 3.033, 0.638, 2.785, 0.863 eV Å⁻¹.